Record 1
Density functional theory data (wB97M-V/def2-TZVPD) for a molecular structure, C24H35FeN3O3 at a distorted geometry.

## Properties
E   -2587.99235 hartree
Spin multiplicity   6
Orbital gap (spin up / spin down)   5.96 / 2.34 eV
Total charge   +3
E_HOMO (spin up / spin down)   -15.6 / -15.6 eV

The geometry in XYZ format:
```
66
Properties=species:S:1:pos:R:3:forces:R:3:lowdin_charge:R:1
Fe -14.9866 6.5642 5.3929 0.95 0.12 -0.41 1.051
C -12.9660 13.4749 9.0243 0.90 -1.21 1.07 -0.047
O -13.6823 12.2212 9.0600 0.43 0.30 -0.78 -0.221
C -13.4062 11.3480 10.1079 1.65 0.19 1.61 -0.230
C -14.0632 9.9857 9.8451 -0.36 -1.60 0.20 -0.192
O -14.7382 9.8755 8.5903 -1.40 0.51 0.45 -0.207
C -15.9558 10.7053 8.5197 -0.42 -1.54 -0.66 -0.129
C -17.2889 9.8735 8.5538 -0.27 1.23 2.70 -0.185
O -18.3683 10.8337 8.7802 0.72 -1.49 -0.55 -0.201
C -19.6882 10.3243 8.4699 0.78 0.10 -0.25 -0.085
H -13.2932 14.0479 9.8835 0.33 0.34 0.23 0.093
H -11.8384 13.3322 9.0129 -1.26 0.03 0.24 0.110
H -13.2372 14.0005 8.1395 -0.40 0.17 -0.73 0.076
H -12.2868 11.1632 10.2686 -1.11 0.43 -0.47 0.138
H -13.7383 11.7341 11.1298 0.12 -0.21 -1.28 0.148
H -13.3617 9.1003 9.7953 -0.20 1.20 0.30 0.118
H -14.7462 9.7575 10.6968 0.19 0.08 -0.63 0.129
H -15.9961 11.5002 9.2491 0.22 0.04 0.20 0.129
H -15.9156 11.0985 7.5183 0.05 0.71 -0.19 0.119
H -17.4017 9.4014 7.6009 -0.31 -0.69 -0.74 0.081
H -17.3260 9.1357 9.4286 0.29 0.59 -1.21 0.139
H -20.0699 9.5367 9.1689 0.53 0.59 -0.50 0.100
H -20.3102 11.2042 8.5049 -0.39 0.10 0.28 0.088
H -19.7104 9.9958 7.4131 -0.01 -0.25 0.44 0.083
N -13.6394 7.3942 6.8501 -0.77 -0.21 -0.78 0.039
C -12.8776 8.4366 6.1527 0.76 -0.51 -1.36 -0.219
C -11.8411 9.1614 6.6870 0.24 -0.77 2.45 0.023
C -11.2448 10.2710 6.0391 -0.87 -0.07 -1.39 -0.006
C -11.4864 10.4013 4.6903 -0.93 -1.01 -0.03 0.038
C -12.4219 9.5355 3.9711 -0.62 0.15 2.13 -0.100
C -12.8541 9.7972 2.6684 -2.04 -1.02 -0.85 0.076
C -14.1745 9.3744 2.2575 1.53 0.18 2.34 0.034
C -14.9777 8.7275 3.2320 0.85 -0.17 -1.22 -0.070
N -14.4278 8.1324 4.3243 -0.58 1.32 -0.19 -0.051
C -13.2302 8.6210 4.7735 1.13 1.34 0.02 -0.149
H -13.0821 6.8226 7.4767 -0.03 0.31 0.18 0.122
H -14.4537 7.8062 7.3146 0.63 0.66 1.03 0.085
H -11.4723 8.8828 7.7370 -0.86 0.69 -1.46 0.161
H -10.7823 11.0943 6.5831 0.38 -0.65 -0.03 0.137
H -11.1569 11.2478 4.1373 0.59 0.51 -0.29 0.124
H -12.2642 10.3645 1.9552 0.06 0.06 0.22 0.144
H -14.5149 9.6436 1.2776 -0.47 0.20 -0.10 0.119
H -16.0716 8.7081 3.1658 0.44 -0.55 -0.40 0.135
C -16.1427 3.1268 8.9441 -1.25 -0.42 -0.22 0.022
N -16.0465 3.8938 7.6793 0.28 3.40 0.12 -0.205
C -17.3924 4.4430 7.2237 -0.89 -0.83 0.40 0.024
C -15.2503 3.1779 6.5831 -0.49 -0.67 0.36 -0.051
C -15.5992 3.4958 5.1274 -0.04 -1.63 -0.26 -0.210
C -15.9737 2.4110 4.3218 0.24 1.45 1.31 0.059
C -16.2870 2.5753 2.9399 0.15 0.59 0.63 0.099
C -16.3209 3.8836 2.4391 0.20 1.04 0.26 0.028
C -15.8927 4.9361 3.2494 -0.85 -0.07 -2.35 -0.066
C -15.4711 4.8121 4.5657 0.01 -0.46 1.97 -0.147
H -16.5159 3.8032 9.7036 -0.34 -0.14 0.14 0.123
H -15.1886 2.7941 9.2352 1.36 -0.38 0.24 0.102
H -16.7779 2.2498 8.7798 -0.07 0.31 0.18 0.131
H -15.5381 4.7819 8.0232 -0.48 -1.74 -1.07 0.191
H -18.0260 3.5207 7.0794 0.29 1.29 0.07 0.143
H -17.2903 5.0032 6.2856 0.09 -0.46 0.20 0.067
H -17.8341 5.1650 7.9674 0.55 -1.14 -0.39 0.135
H -15.4225 2.0922 6.8015 0.32 0.93 -0.34 0.155
H -14.2254 3.4391 6.8276 0.29 -0.28 -0.21 0.142
H -16.1043 1.4761 4.8267 0.08 -0.65 -0.21 0.129
H -16.5315 1.7467 2.2995 -0.08 -0.33 -0.01 0.147
H -16.7110 4.0666 1.4419 0.25 0.03 0.08 0.143
H -15.9181 5.9461 2.8599 -0.05 -0.06 -0.48 0.095
```
Forces are in eV/Å.


Record 2
Density functional theory data (wB97M-V/def2-TZVPD) for a single C4H6N2S2 molecule at a distorted geometry.

## Properties
E   -1061.85132 hartree
Orbital gap   9.73 eV
E_HOMO   -9.5 eV
Structure (SMILES)   CS/C(CC#N)=N\S
Energy relative to the best compared isomer or geometry (same formula, charge and spin)   170.24 kJ/mol

The geometry in XYZ format:
```
14
Properties=species:S:1:pos:R:3:forces:R:3:lowdin_charge:R:1
C 0.2992 -0.7607 2.0502 1.16 0.14 0.56 -0.410
S -1.0013 -0.6278 0.7909 -0.24 -0.43 0.45 0.835
C -0.0726 -0.0217 -0.5734 0.59 1.70 -1.10 -0.762
C -0.3374 1.5069 -0.8351 -0.44 -0.81 0.52 -0.172
C -1.7340 1.8534 -1.2279 1.01 -0.84 0.01 -0.229
N -2.8263 2.0330 -1.5250 -0.10 0.18 -0.01 0.145
N 0.8211 -0.5742 -1.3134 -0.97 -0.82 0.95 -0.315
S 1.0626 -2.2566 -0.9379 0.04 0.29 -0.16 0.726
H -0.2074 -1.1151 2.9826 0.47 0.26 -0.86 0.046
H 1.0776 -1.4884 1.7232 -0.68 0.38 0.41 0.006
H 0.8465 0.2083 2.2739 -0.96 -0.96 -0.35 0.062
H 0.3943 1.8341 -1.5515 0.07 0.34 -0.44 0.102
H -0.1762 2.0160 0.1196 0.18 0.03 -0.12 0.107
H 1.8541 -2.6073 -1.9762 -0.13 0.54 0.12 -0.142
```
Forces are in eV/Å.


Record 3
Density functional theory data (wB97M-V/def2-TZVPD) for a molecular structure, C7H6N2O2 at a distorted geometry.

## Properties
E   -530.17622 hartree
Orbital gap   8.22 eV
E_HOMO   -7.7 eV
Energy relative to the best compared isomer or geometry (same formula, charge and spin)   511.46 kJ/mol

The geometry in XYZ format:
```
17
Properties=species:S:1:pos:R:3:forces:R:3:lowdin_charge:R:1
C -2.0055 -1.2704 1.6140 -0.29 0.51 -0.36 0.005
C 2.1886 -0.5385 -0.3759 -0.14 0.63 0.68 -0.112
C -0.8585 -1.5323 1.7475 1.31 -0.96 0.68 -0.005
C 0.9303 -0.5761 -1.0947 -1.98 1.15 0.17 -0.056
C 2.6589 0.2436 0.5662 -1.22 -1.04 -1.67 -0.225
C -1.4813 1.6227 -0.5641 -1.78 2.34 0.43 -0.504
C -0.1158 0.2939 -0.8840 3.56 -2.52 -0.43 -0.316
N -1.3550 0.5628 -1.4767 -1.20 -0.68 -0.73 0.164
N -0.2338 1.3565 0.0354 -2.54 -2.23 -2.90 0.207
O 3.1848 0.8817 1.3477 1.03 1.57 1.96 0.199
O -2.3170 2.4821 -0.3914 0.91 -1.19 -0.15 0.086
H -2.9161 -0.8466 1.3578 -1.23 0.27 -0.12 0.009
H 3.0022 -1.1868 -0.5718 0.46 -1.05 -0.69 0.105
H 0.0893 -1.9325 2.0174 0.16 0.17 -0.19 0.027
H 0.8662 -1.3981 -1.7946 -0.34 0.28 -0.16 0.100
H -2.0369 0.0564 -2.1458 1.90 1.31 2.00 0.205
H 0.3996 1.7818 0.6126 1.38 1.44 1.46 0.110
```
Forces are in eV/Å.


Record 4
Density functional theory data (wB97M-V/def2-TZVPD) for a single C4H6N2 molecule at a distorted geometry.

## Properties
E   -265.40419 hartree
Orbital gap   9.50 eV
E_HOMO   -8.5 eV
Structure (SMILES)   Cc1cn[nH]c1
Energy relative to the best compared isomer or geometry (same formula, charge and spin)   344.94 kJ/mol

The geometry in XYZ format:
```
12
Properties=species:S:1:pos:R:3:forces:R:3:lowdin_charge:R:1
C 1.4581 -0.9992 -1.1903 -4.34 -3.77 -2.41 -0.061
C 0.2778 -0.3710 -0.5280 4.38 3.63 2.70 -0.339
C -1.0925 -0.2712 -0.4865 -1.28 -1.89 0.42 -0.118
N -1.3923 0.4411 0.6192 -6.61 -0.34 -2.58 -0.027
N -0.3808 1.0389 1.0558 3.35 -0.76 3.79 -0.060
C 0.6977 0.3660 0.6057 0.70 1.17 -2.41 -0.097
H 0.6699 -1.9836 -1.0805 3.84 0.60 -1.21 0.154
H 2.3800 -1.0197 -0.6868 0.56 -0.31 1.51 0.042
H 1.7841 -0.8046 -2.2423 -1.27 -0.02 0.58 0.077
H -1.8086 -0.9953 -1.0438 0.92 1.97 1.19 0.139
H -0.3272 1.3745 2.0526 -0.88 -0.17 -1.58 0.183
H 1.6672 0.7218 0.8707 0.64 -0.13 0.01 0.106
```
Forces are in eV/Å.


Record 5
Density functional theory data (wB97M-V/def2-TZVPD) for 2 unconnected molecules or ions with the total composition C6H3F5O at a distorted geometry.

## Properties
E   -804.90213 hartree
Orbital gap   9.87 eV
E_HOMO   -9.9 eV
Structure (SMILES)   Fc1cc(F)c(F)c(F)c1F.O
Energy relative to the best compared isomer or geometry (same formula, charge and spin)   137.00 kJ/mol

The geometry in XYZ format:
```
15
Properties=species:S:1:pos:R:3:forces:R:3:lowdin_charge:R:1
F 0.0617 -2.5508 2.1598 0.29 0.34 -1.07 0.089
C 0.2533 -1.6082 1.2067 -0.30 1.16 0.15 -0.170
C -0.4569 -0.4033 1.3441 -0.41 0.73 -0.47 0.095
C -0.2204 0.6819 0.4854 2.26 -2.63 -0.57 -0.177
F -0.8953 1.8311 0.5760 2.79 -0.75 4.46 0.076
C 0.7495 0.5107 -0.5421 -0.85 -1.06 1.88 -0.139
F 1.0485 1.5440 -1.2891 0.21 0.47 -0.96 0.144
C 1.3823 -0.7526 -0.7438 -0.92 1.46 -1.58 -0.089
F 1.9712 -0.9041 -1.9709 0.05 -0.10 1.70 0.098
C 1.1554 -1.7934 0.1301 -0.13 -1.31 1.42 -0.116
F 1.7864 -2.9976 0.0387 -0.56 1.24 -0.30 0.100
H -1.2836 -0.2120 2.0410 0.65 -0.64 0.12 0.149
O -2.1530 1.9785 -1.0350 -0.68 1.28 -3.08 -0.073
H -1.2287 1.9753 -0.6974 -2.14 0.75 -2.22 -0.047
H -2.1705 2.7005 -1.7033 -0.26 -0.93 0.50 0.059
```
Forces are in eV/Å.


Record 6
Density functional theory data (wB97M-V/def2-TZVPD) for a single C3H3NO molecule at a distorted geometry.

## Properties
E   -245.88651 hartree
Orbital gap   8.35 eV
E_HOMO   -7.9 eV
Energy relative to the best compared isomer or geometry (same formula, charge and spin)   538.32 kJ/mol

The geometry in XYZ format:
```
8
Properties=species:S:1:pos:R:3:forces:R:3:lowdin_charge:R:1
C 1.5204 -0.6769 -0.1599 -0.33 -0.50 -1.05 0.096
C -1.1857 -0.8696 -0.0698 1.02 -0.29 0.42 0.059
C 0.0104 1.1069 -0.0083 1.22 0.65 0.35 -0.223
N 1.1075 0.4469 0.0380 -0.83 0.61 -0.08 -0.030
O -1.1814 0.4214 -0.0362 -0.97 -0.70 -0.28 -0.086
H 2.0218 -1.4018 0.4325 0.11 -0.28 0.73 0.042
H -2.2353 -1.2000 -0.1312 -0.09 0.42 -0.18 0.026
H -0.0577 2.1730 -0.0650 -0.14 0.08 0.09 0.117
```
Forces are in eV/Å.